[1]
{
  "formula": "C22H26N4O3",
  "method": "ωB97M-V/def2-TZVPD",
  "elements": ["C", "O", "C", "C", "C", "C", "C", "N", "O", "C", "C", "C", "C", "O", "N", "C", "C", "N", "C", "C", "C", "C", "C", "C", "C", "C", "N", "C", "C", "H", "H", "H", "H", "H", "H", "H", "H", "H", "H", "H", "H", "H", "H", "H", "H", "H", "H", "H", "H", "H", "H", "H", "H", "H", "H"],
  "xyz": [[-9.22942, -0.01250, 1.17922], [-8.16468, -0.93063, 1.11123], [-6.98079, -0.52266, 0.58558], [-6.72035, 0.75891, 0.10437], [-5.47604, 1.06269, -0.41223], [-4.47288, 0.09936, -0.45840], [-3.17344, 0.41458, -1.00753], [-2.83514, 1.58429, -1.48966], [-1.54318, 1.44037, -1.90033], [-1.19041, 0.17440, -1.63479], [0.17308, -0.29071, -1.96448], [0.71735, -1.22062, -0.88068], [2.08956, -1.73654, -1.29214], [2.37165, -2.00215, -2.44197], [2.94304, -1.91816, -0.26125], [4.34035, -2.22006, -0.46701], [5.18366, -0.96909, -0.20179], [5.00207, -0.52092, 1.17245], [5.94112, -1.15086, 2.07552], [5.01319, 0.93304, 1.29191], [3.75243, 1.51348, 0.70856], [2.53573, 1.27736, 1.33814], [1.36187, 1.79561, 0.82167], [1.38787, 2.55160, -0.33943], [2.59372, 2.78350, -0.97789], [3.76845, 2.26838, -0.45575], [-2.15128, -0.49627, -1.08221], [-4.73389, -1.18359, 0.02518], [-5.97147, -1.48941, 0.54038], [-10.06052, -0.55848, 1.62282], [-8.98120, 0.84487, 1.81290], [-9.51925, 0.34118, 0.18472], [-7.47975, 1.52455, 0.12695], [-5.26644, 2.05170, -0.78841], [0.15790, -0.83464, -2.91315], [0.81990, 0.58028, -2.08533], [0.77429, -0.69684, 0.07320], [0.04043, -2.07008, -0.77051], [2.73003, -1.52289, 0.64204], [4.45577, -2.54164, -1.50350], [4.63256, -3.03484, 0.20083], [4.83327, -0.18580, -0.87709], [6.24085, -1.17465, -0.42970], [5.87160, -2.23177, 1.96897], [5.68552, -0.89000, 3.10190], [6.98297, -0.84878, 1.88517], [5.89952, 1.37952, 0.81018], [5.05287, 1.17440, 2.35802], [2.51869, 0.69033, 2.24566], [0.42312, 1.61820, 1.32768], [0.47247, 2.95834, -0.74278], [2.62099, 3.37006, -1.88443], [4.70756, 2.46461, -0.95464], [-3.95220, -1.92564, -0.01539], [-6.19311, -2.47537, 0.91725]],
  "atomic_forces_ev_per_a": [[-0.1741, 0.1628, 0.0082], [0.2788, -0.1774, -0.0377], [0.2261, -0.0631, -0.0551], [-0.3616, -0.0318, 0.1337], [0.2840, -0.2647, -0.0122], [-0.6008, 0.0418, 0.1947], [0.9574, 0.5250, -0.5160], [-1.1402, 0.1666, 0.3450], [0.7407, -0.4058, -0.1463], [-0.4623, -0.0526, 0.2157], [0.1922, -0.0258, -0.0371], [0.0495, 0.0593, -0.3479], [-0.4047, 0.0407, 0.4702], [0.0289, 0.0022, -0.4819], [0.2573, -0.0474, 0.3451], [0.1959, 0.1305, -0.1412], [-0.1900, -0.3248, -0.0886], [0.0082, 0.1012, 0.0239], [0.0013, 0.0127, 0.0301], [-0.0677, -0.0940, 0.0108], [0.0941, 0.1401, -0.0341], [0.0221, 0.0511, -0.0077], [-0.0567, -0.0027, 0.1007], [-0.0312, 0.1033, -0.0686], [-0.0826, 0.0715, -0.0888], [0.0599, -0.0187, 0.1056], [0.3629, -0.2386, -0.0384], [0.0086, 0.2274, -0.0735], [-0.2847, 0.0624, 0.0793], [0.0350, 0.0844, -0.0371], [-0.0041, -0.0275, -0.0374], [0.0218, -0.0038, 0.0408], [-0.0819, 0.0397, 0.0154], [-0.0294, 0.1180, -0.0292], [0.0156, 0.1030, 0.0324], [-0.0183, -0.0829, -0.0610], [-0.0403, -0.0730, 0.0178], [0.0531, -0.0105, 0.0653], [-0.1271, 0.0672, -0.1112], [0.0305, -0.0532, 0.1377], [0.0617, 0.0032, -0.0904], [0.0542, -0.0623, -0.0185], [-0.0046, 0.0876, 0.0128], [0.0629, -0.0649, 0.0551], [0.0428, -0.0413, 0.0545], [0.0164, -0.0185, -0.0077], [-0.0366, 0.0006, 0.0664], [0.0735, 0.0141, -0.0612], [-0.0053, -0.0765, 0.1170], [-0.0781, -0.0154, 0.0452], [-0.0842, 0.0247, -0.0353], [-0.0046, 0.0499, -0.0758], [0.1034, -0.0092, -0.0330], [0.0493, -0.0892, 0.0087], [-0.0169, -0.1154, 0.0410]],
  "lowdin_charge": [-0.09, -0.08, -0.27, -0.01, -0.02, -0.18, -0.30, 0.13, 0.03, -0.34, -0.09, -0.09, -0.49, 0.06, 0.07, -0.15, -0.17, -0.23, -0.09, -0.16, -0.23, -0.05, -0.09, -0.10, -0.07, -0.05, 0.21, -0.02, 0.00, 0.09, 0.10, 0.10, 0.10, 0.11, 0.14, 0.12, 0.10, 0.13, 0.12, 0.12, 0.11, 0.12, 0.12, 0.08, 0.08, 0.09, 0.13, 0.12, 0.12, 0.11, 0.10, 0.11, 0.11, 0.11, 0.12],
  "fmax_ev_per_a": 1.21,
  "de_lowest_kcal_mol": 73.20,
  "smiles": "COc1ccc(-c2noc(CCC(=O)NCCN(C)Cc3ccccc3)n2)cc1",
  "gap_ev": 9.14
}

---

[2]
{
  "formula": "C22H26N4O6S",
  "method": "ωB97M-V/def2-TZVPD",
  "elements": ["C", "C", "C", "N", "C", "O", "C", "N", "C", "N", "C", "S", "C", "C", "O", "N", "C", "C", "C", "O", "C", "C", "O", "C", "C", "O", "C", "C", "C", "C", "C", "C", "O", "H", "H", "H", "H", "H", "H", "H", "H", "H", "H", "H", "H", "H", "H", "H", "H", "H", "H", "H", "H", "H", "H", "H", "H", "H", "H"],
  "xyz": [[-4.28528, 2.70180, 2.47034], [-5.73870, 2.41297, 2.11407], [-6.39013, 3.57975, 1.36983], [-5.71778, 3.84236, 0.11766], [-5.04289, 4.97361, -0.12093], [-5.02819, 5.95092, 0.59512], [-4.22744, 4.92255, -1.43278], [-2.99944, 4.18763, -1.19583], [-1.87831, 4.84103, -0.81593], [-0.74955, 4.28359, -0.54687], [-0.71587, 2.94362, -0.65575], [0.69780, 2.01911, -0.34377], [-0.16565, 0.53319, -0.70050], [0.48812, -0.78723, -0.63262], [-0.13074, -1.81385, -0.82864], [1.82104, -0.73035, -0.33891], [2.73152, -1.77873, -0.20609], [4.05306, -1.44809, 0.08417], [5.00870, -2.43958, 0.21207], [6.30228, -2.03662, 0.46458], [6.88491, -2.54295, 1.65285], [4.67314, -3.79126, 0.03058], [5.66468, -4.76497, 0.08987], [6.58317, -4.71673, -0.98709], [3.33288, -4.12377, -0.20918], [2.81816, -5.36881, -0.35930], [3.60368, -6.52295, -0.15774], [2.37864, -3.11077, -0.32457], [-1.47976, 0.75401, -1.03845], [-2.45300, -0.31361, -1.38416], [-1.79776, 2.14262, -1.01885], [-3.05667, 2.78437, -1.29602], [-4.11372, 2.24576, -1.58403], [-3.86680, 1.88471, 3.05262], [-3.68301, 2.81814, 1.57122], [-4.20964, 3.61798, 3.05137], [-6.30968, 2.22419, 3.02426], [-5.79064, 1.51706, 1.49083], [-7.44253, 3.35300, 1.16954], [-6.33017, 4.49578, 1.96200], [-5.58214, 3.05506, -0.50813], [-3.98628, 5.94021, -1.73995], [-4.79200, 4.40888, -2.21412], [-1.94511, 5.91619, -0.73068], [2.22749, 0.18598, -0.20685], [4.35908, -0.42094, 0.21031], [6.90225, -3.63447, 1.67212], [7.90327, -2.15850, 1.66944], [6.34213, -2.17810, 2.53130], [7.08841, -3.74972, -1.04712], [7.31285, -5.50128, -0.79266], [6.07806, -4.91298, -1.93975], [4.33314, -6.66366, -0.95943], [2.89595, -7.35210, -0.16985], [4.12326, -6.49669, 0.80183], [1.36122, -3.39753, -0.52627], [-3.40208, 0.12407, -1.67666], [-2.59771, -0.97240, -0.52954], [-2.06022, -0.93150, -2.18901]],
  "atomic_forces_ev_per_a": [[-0.1869, -0.1107, -0.0120], [0.1013, 0.2786, -0.0649], [-0.1499, -0.1064, 0.2682], [-0.2955, -0.4499, 0.0447], [0.1480, -0.0791, -0.7651], [0.1269, 0.3977, 0.2577], [-0.5288, 0.2501, 0.1954], [0.1088, -0.3911, -0.1053], [0.3614, 0.0953, 0.1165], [0.4244, 0.5295, 0.1534], [-0.4750, -0.5601, -0.1905], [-0.4827, -0.0654, -0.1118], [-0.4090, 0.6336, -0.0451], [0.0285, 0.0707, 0.0046], [0.0217, -0.1129, 0.0057], [0.1253, 0.3890, 0.0630], [0.3063, -0.5980, 0.0760], [0.1567, -0.0791, 0.0022], [-0.1180, 0.1212, 0.0620], [-0.3803, -0.1418, -0.3970], [0.1277, -0.0932, 0.3215], [0.3165, -0.2830, -0.0501], [-0.4341, 0.3934, 0.2453], [0.1541, -0.0338, -0.2618], [0.1285, 0.2798, 0.0762], [-0.0436, 0.3236, -0.1036], [0.1501, -0.4119, 0.1158], [-0.1304, -0.1110, -0.0585], [0.5230, -0.2432, 0.1156], [-0.2470, -0.1832, -0.1233], [0.5529, 0.3532, 0.1848], [0.1292, 0.0455, 0.0119], [-0.1607, -0.1246, -0.1423], [0.1103, -0.0408, 0.0432], [0.1140, 0.0244, -0.0569], [0.0637, 0.1000, 0.0723], [-0.0707, -0.0741, -0.0204], [-0.0810, -0.0823, 0.0396], [0.0600, 0.0980, 0.0717], [-0.0896, -0.1011, -0.0449], [0.1063, 0.2504, -0.0330], [-0.0357, -0.1182, 0.0770], [0.1486, 0.1116, 0.0549], [-0.1878, 0.1053, -0.0483], [-0.0632, -0.2273, -0.0451], [0.0749, 0.1351, 0.0324], [-0.0024, 0.0801, -0.0302], [-0.0354, -0.0187, 0.0627], [0.0322, 0.0013, -0.0506], [-0.0259, -0.0479, 0.0260], [0.0130, 0.0240, -0.0713], [0.0156, -0.0108, 0.0577], [-0.0337, 0.0198, 0.0683], [0.0617, 0.0481, -0.0029], [-0.0543, -0.0297, -0.0911], [-0.0221, -0.0210, -0.0009], [0.0184, -0.0630, 0.0084], [-0.0333, -0.0773, -0.0116], [-0.0329, -0.0683, 0.0041]],
  "lowdin_charge": [-0.09, -0.23, -0.18, 0.07, -0.48, 0.06, -0.03, 0.03, -0.11, 0.08, -0.53, 1.14, -0.35, -0.46, 0.08, 0.12, -0.21, 0.05, -0.22, -0.10, -0.06, -0.15, -0.15, -0.06, -0.18, -0.05, -0.06, 0.07, -0.21, -0.01, -0.10, -0.35, 0.05, 0.07, 0.06, 0.08, 0.11, 0.11, 0.12, 0.12, 0.12, 0.13, 0.13, 0.14, 0.08, 0.13, 0.09, 0.09, 0.10, 0.09, 0.10, 0.10, 0.09, 0.09, 0.10, 0.11, 0.07, 0.10, 0.09],
  "fmax_ev_per_a": 0.78,
  "de_lowest_kcal_mol": 42.83,
  "smiles": "CCCNC(=O)Cn1cnc2sc(C(=O)Nc3cc(OC)c(OC)c(OC)c3)c(C)c2c1=O",
  "gap_ev": 7.95
}

---

Sequential molecular weight output: 394.5 474.5 g/mol